Entry 1:
{"formula": "C24H32F3O3PSi", "method": "ωB97M-V/def2-TZVPD", "mol_weight_g_mol": 484.6, "smiles": "CCOP(=O)(CC[SiH3])OCC.Fc1ccccc1.Fc1ccccc1.Fc1ccccc1", "lumo_ev": 0.6, "fmax_ha_per_bohr": 0.0051, "total_energy_ev": -56870.3705, "homo_ev": -9.217, "symbols": ["C", "C", "O", "P", "O", "C", "C", "Si", "O", "C", "C", "H", "H", "H", "H", "H", "H", "H", "H", "H", "H", "H", "H", "H", "H", "H", "H", "H", "F", "C", "C", "C", "C", "C", "C", "H", "H", "H", "H", "H", "F", "C", "C", "C", "C", "C", "C", "H", "H", "H", "H", "H", "F", "C", "C", "C", "C", "C", "C", "H", "H", "H", "H", "H"], "xyz": [[-3.08897, 4.49852, -3.82207], [-1.60543, 4.76409, -3.73605], [-1.31073, 5.22549, -2.39945], [0.16278, 5.11924, -1.79543], [1.05194, 4.24762, -2.58505], [0.76093, 6.79774, -1.57900], [2.29903, 6.82035, -1.55670], [3.09674, 6.39966, -3.22194], [-0.08877, 4.67185, -0.29200], [-0.49580, 3.30801, -0.03803], [0.67364, 2.47786, 0.47011], [-3.33487, 4.10306, -4.80846], [-3.66090, 5.41170, -3.65983], [-3.39116, 3.76504, -3.07363], [-1.01360, 3.87207, -3.93849], [-1.29399, 5.53813, -4.44082], [0.33162, 7.19504, -0.65757], [0.36624, 7.39417, -2.40506], [2.63807, 7.80905, -1.24079], [2.66712, 6.11190, -0.81025], [3.79707, 5.10292, -3.21455], [2.06219, 6.40851, -4.28102], [4.08912, 7.45452, -3.54753], [-0.91689, 2.88585, -0.95298], [-1.29921, 3.36768, 0.69417], [1.17248, 1.95052, -0.34023], [0.32585, 1.77155, 1.22197], [1.39832, 3.14440, 0.93761], [0.91725, -0.12381, 2.84134], [-0.14459, 0.08637, 3.65282], [0.00469, 0.93698, 4.72897], [-1.09150, 1.14620, 5.55426], [-2.29870, 0.51114, 5.29635], [-2.41412, -0.33983, 4.20582], [-1.32979, -0.56061, 3.36779], [0.95701, 1.41712, 4.90707], [-0.99794, 1.80961, 6.40390], [-3.14767, 0.67793, 5.94527], [-3.35237, -0.83934, 4.00350], [-1.39079, -1.22103, 2.51348], [1.60397, -5.99199, 5.13922], [1.57665, -5.43995, 3.90758], [1.59837, -6.27363, 2.80756], [1.56941, -5.69607, 1.54605], [1.51764, -4.31599, 1.40402], [1.49654, -3.50366, 2.53027], [1.52627, -4.06451, 3.79962], [1.63444, -7.34541, 2.94510], [1.58168, -6.33154, 0.66976], [1.49751, -3.87372, 0.41637], [1.46138, -2.42826, 2.42506], [1.50803, -3.45559, 4.69331], [-0.70220, -7.96459, -0.10486], [-0.75829, -7.41311, -1.33576], [-0.72986, -8.24499, -2.43695], [-0.78230, -7.66745, -3.69785], [-0.85901, -6.28862, -3.83917], [-0.88496, -5.47937, -2.71168], [-0.83659, -6.03898, -1.44242], [-0.66774, -9.31566, -2.29959], [-0.76174, -8.30196, -4.57417], [-0.89737, -5.84623, -4.82536], [-0.94226, -4.40380, -2.81677], [-0.85385, -5.43219, -0.54682]], "forces_ev_per_a": [[0.018, -0.023, -0.010], [0.085, 0.054, 0.035], [-0.066, -0.068, 0.079], [-0.006, 0.037, -0.023], [0.000, 0.000, 0.009], [0.050, -0.036, -0.009], [-0.020, 0.012, 0.025], [-0.074, -0.110, -0.011], [-0.033, 0.024, -0.078], [0.007, -0.066, -0.051], [-0.136, 0.223, -0.015], [-0.009, 0.026, -0.004], [0.007, -0.001, 0.003], [0.022, 0.005, -0.013], [-0.026, -0.011, 0.010], [-0.039, 0.000, -0.022], [-0.019, -0.012, -0.010], [0.020, -0.012, -0.005], [0.003, -0.007, -0.025], [0.008, 0.033, 0.027], [0.026, 0.020, 0.007], [0.032, 0.058, -0.021], [0.006, 0.004, 0.001], [-0.017, -0.037, 0.023], [0.055, 0.073, 0.053], [0.025, -0.006, 0.016], [0.081, -0.128, -0.072], [-0.008, -0.048, 0.081], [0.026, 0.011, 0.002], [-0.001, -0.020, -0.002], [-0.018, 0.004, -0.003], [0.003, 0.004, 0.003], [0.008, -0.001, -0.006], [-0.002, -0.003, -0.003], [-0.006, 0.005, 0.011], [0.001, -0.001, -0.004], [-0.002, -0.003, -0.001], [0.001, 0.000, -0.001], [0.001, 0.003, 0.001], [0.007, -0.005, 0.003], [0.000, 0.002, -0.003], [-0.006, -0.009, 0.014], [-0.001, 0.021, -0.005], [-0.026, -0.016, -0.041], [-0.001, -0.008, 0.008], [0.004, -0.018, -0.010], [-0.019, 0.010, -0.012], [-0.002, 0.000, 0.001], [0.002, -0.006, 0.011], [0.011, -0.001, 0.000], [0.004, 0.016, 0.001], [0.006, -0.003, 0.002], [0.000, -0.003, 0.001], [0.008, -0.004, 0.007], [0.001, 0.014, -0.008], [-0.001, -0.006, -0.004], [0.004, -0.003, 0.009], [-0.002, -0.003, -0.002], [0.020, 0.027, 0.018], [-0.001, 0.000, 0.004], [0.001, 0.002, 0.001], [0.000, 0.000, 0.001], [-0.006, -0.002, -0.001], [-0.004, -0.009, 0.005]]}


Entry 2:
{"formula": "C24H33GeN2O2S4SbW", "method": "ωB97M-V/def2-TZVPD", "mol_weight_g_mol": 888.0, "lumo_ev": [-2.4, -2.4], "e_above_lowest_kcal_mol": 62.4, "fmax_ha_per_bohr": 0.0682, "total_energy_ev": -140718.6799, "homo_ev": [-7.276, -7.276], "symbols": ["W", "O", "C", "C", "C", "C", "C", "C", "C", "N", "C", "C", "N", "C", "C", "C", "C", "C", "C", "C", "O", "H", "H", "H", "H", "H", "H", "H", "H", "H", "H", "H", "H", "H", "H", "S", "Sb", "S", "S", "S", "C", "C", "C", "C", "Ge", "C", "C", "C", "C", "H", "H", "H", "H", "H", "H", "H", "H", "H", "H", "H", "H", "H", "H", "H", "H", "H", "H", "H"], "xyz": [[0.58230, -0.51197, -0.09230], [1.52558, -0.17633, -1.67030], [1.11338, -0.45256, -2.92240], [1.96728, -1.09218, -3.80600], [1.53460, -1.36736, -5.08995], [0.25630, -0.99454, -5.50972], [-0.57863, -0.32472, -4.64837], [-0.16631, -0.03178, -3.33886], [-0.90143, 0.84173, -2.48946], [-0.58602, 1.01224, -1.24237], [-1.08118, 2.19586, -0.55405], [-0.05847, 2.45106, 0.53489], [0.13269, 1.16880, 1.20658], [0.44761, 1.24156, 2.46401], [0.69814, 0.14415, 3.32378], [0.97476, 0.39400, 4.68095], [1.19103, -0.64175, 5.55443], [1.12708, -1.95614, 5.08945], [0.85480, -2.23499, 3.76272], [0.66912, -1.19267, 2.86984], [0.45404, -1.44031, 1.58259], [2.94951, -1.39134, -3.45616], [2.20384, -1.87902, -5.76848], [-0.07717, -1.21995, -6.51377], [-1.57180, -0.01866, -4.95640], [-1.69560, 1.45013, -2.91664], [-2.05991, 2.01578, -0.10480], [-1.15179, 3.04654, -1.23112], [-0.38850, 3.22385, 1.22906], [0.88377, 2.77100, 0.07607], [0.52030, 2.23517, 2.90166], [1.01993, 1.42516, 5.01250], [1.40901, -0.43616, 6.59344], [1.31305, -2.77513, 5.77141], [0.81836, -3.24932, 3.39596], [3.17592, -3.68988, 1.78972], [2.87931, -2.29929, 0.02632], [0.67505, -2.75367, -0.99890], [2.85075, 0.02735, 0.77384], [4.43952, -2.56591, -1.60474], [-6.84824, -0.00616, -1.89700], [-5.84484, 0.30576, -0.78836], [-4.52590, -0.43795, -0.99459], [-3.55526, -0.27504, 0.16978], [-1.83966, -1.33992, -0.11246], [-2.27697, -3.13762, 0.68087], [-3.54152, -3.81534, 0.12833], [-4.79354, -3.58390, 0.97048], [-5.99146, -4.37003, 0.44203], [-7.78186, 0.53800, -1.74951], [-7.07578, -1.07330, -1.91591], [-6.44312, 0.27049, -2.87249], [-6.26783, 0.02244, 0.17962], [-5.65668, 1.38318, -0.75474], [-4.05611, -0.08656, -1.92031], [-4.74093, -1.50047, -1.13876], [-3.99953, -0.66346, 1.08904], [-3.36786, 0.78781, 0.34826], [-2.10068, -1.66490, -1.62434], [-2.35586, -3.03791, 1.76867], [-1.41502, -3.77700, 0.49801], [-3.36240, -4.89302, 0.07432], [-3.72806, -3.47866, -0.89675], [-5.03928, -2.51844, 0.98489], [-4.58726, -3.88477, 2.00129], [-6.24981, -4.04761, -0.56896], [-6.86668, -4.22863, 1.07782], [-5.76469, -5.43712, 0.40983]], "forces_ev_per_a": [[0.539, 0.544, -0.848], [0.715, 0.034, -2.089], [-0.205, 0.511, -0.208], [0.295, -0.091, -0.122], [-0.055, 0.102, 0.204], [-0.096, -0.051, -0.156], [-0.145, 0.138, 0.202], [0.294, -0.459, -0.402], [0.411, 0.060, 0.585], [-0.382, -0.388, -0.372], [-0.113, 0.148, 0.479], [-0.192, 0.104, -0.417], [0.128, 0.778, 1.110], [-0.448, -0.159, -0.603], [0.262, -0.537, 0.512], [-0.062, 0.142, -0.253], [0.055, 0.064, 0.183], [-0.047, 0.057, -0.142], [-0.021, -0.239, 0.205], [-0.145, 0.549, -0.262], [-0.142, -0.729, 1.508], [-0.044, -0.003, 0.058], [-0.026, -0.026, -0.016], [0.020, -0.017, 0.012], [0.037, 0.029, -0.079], [0.072, 0.146, -0.055], [0.094, -0.045, -0.075], [0.005, -0.057, -0.086], [-0.024, -0.036, 0.034], [0.022, -0.072, 0.051], [-0.131, 0.021, 0.101], [-0.012, -0.023, 0.075], [0.017, -0.035, -0.008], [-0.041, -0.014, 0.009], [0.053, 0.019, -0.065], [-0.350, 0.323, -0.170], [2.918, -1.927, 0.293], [-0.476, 1.394, 0.741], [-0.917, -0.275, -0.094], [-0.409, 0.312, -0.002], [0.056, 0.100, 0.149], [-0.011, -0.160, -0.196], [-0.028, 0.088, 0.170], [0.686, 0.094, 0.232], [-2.642, -1.051, -0.179], [0.304, 0.375, 0.218], [0.060, 0.262, 0.077], [-0.054, -0.113, -0.202], [0.080, 0.128, 0.098], [-0.013, -0.023, -0.047], [-0.018, -0.003, -0.034], [-0.030, -0.017, -0.024], [0.007, 0.038, 0.025], [0.010, 0.009, 0.078], [-0.015, -0.074, -0.044], [0.022, 0.002, -0.097], [-0.005, 0.065, 0.026], [-0.107, -0.080, 0.055], [0.240, 0.143, -0.116], [0.024, -0.005, 0.001], [0.091, 0.089, 0.028], [-0.026, -0.012, -0.038], [-0.030, -0.127, -0.050], [0.006, -0.014, 0.091], [0.010, 0.060, 0.025], [-0.018, -0.036, -0.015], [-0.024, -0.019, -0.041], [-0.030, -0.010, -0.026]]}


Entry 3:
{"formula": "C8H8S", "method": "ωB97M-V/def2-TZVPD", "mol_weight_g_mol": 136.2, "lumo_ev": [0.6, -1.6], "e_above_lowest_kcal_mol": 104.8, "fmax_ha_per_bohr": 0.0598, "total_energy_ev": -19254.7208, "homo_ev": [-9.066, -7.456], "symbols": ["C", "C", "C", "C", "C", "C", "C", "C", "S", "H", "H", "H", "H", "H", "H", "H", "H"], "xyz": [[1.36501, -1.05185, -0.21609], [2.67973, -1.25451, -0.48079], [1.08299, 0.21946, 0.36379], [2.25676, 0.99670, 0.45191], [-1.55029, -0.36775, 0.73913], [-2.65903, -0.96641, 0.51223], [-0.41591, 0.59833, 0.62777], [-0.78593, 1.55232, -0.54476], [3.62447, 0.12951, -0.05298], [0.58867, -1.77441, -0.41037], [3.16342, -2.10723, -0.91130], [-3.29155, -0.76983, -0.35091], [-3.05344, -1.71699, 1.18683], [-0.43650, 1.19194, 1.55404], [-0.05422, 2.35473, -0.56936], [-1.78390, 1.96421, -0.41956], [-0.73028, 1.00178, -1.47957]], "forces_ev_per_a": [[0.294, 0.229, 0.151], [0.309, 0.580, 0.185], [-0.436, 0.309, 0.314], [-2.257, -2.074, -0.225], [2.914, 0.052, 0.874], [-0.823, -0.199, -0.445], [-0.031, 1.228, -0.468], [0.199, 0.100, 0.310], [0.139, 0.007, -0.057], [-0.081, -0.085, 0.006], [0.108, -0.213, -0.121], [-0.127, 0.122, -0.230], [-0.048, -0.185, 0.165], [-0.025, -0.099, -0.165], [-0.010, 0.202, -0.141], [-0.089, 0.037, -0.015], [-0.037, -0.012, -0.137]]}


Entry 4:
{"formula": "C23H13BrMnN3O5", "method": "ωB97M-V/def2-TZVPD", "mol_weight_g_mol": 546.2, "lumo_ev": [-2.3, -2.3], "s2": 6.040, "fmax_ha_per_bohr": 0.0023, "multiplicity": 5, "total_energy_ev": -140134.5265, "homo_ev": [-7.623, -7.622], "symbols": ["Mn", "Br", "C", "C", "C", "C", "O", "C", "C", "N", "C", "C", "C", "C", "C", "C", "C", "C", "N", "C", "C", "H", "H", "H", "H", "H", "H", "H", "H", "H", "H", "O", "C", "O", "C", "C", "C", "N", "C", "C", "C", "O", "O", "H", "H", "H"], "xyz": [[0.38443, -0.99092, -0.93715], [6.06828, 3.66523, -1.85555], [4.82241, 2.25832, -1.67285], [5.28125, 0.92958, -1.62383], [4.40260, -0.11185, -1.50128], [3.01068, 0.11546, -1.41444], [2.22009, -0.91114, -1.32435], [2.55662, 1.46197, -1.45185], [1.18487, 1.80920, -1.38693], [0.19275, 0.98569, -1.21268], [-1.15225, 1.44068, -1.17639], [-1.58692, 2.73805, -1.09499], [-2.96773, 3.02462, -1.08026], [-3.90184, 2.03033, -1.14377], [-3.48705, 0.68102, -1.21043], [-4.37231, -0.42065, -1.26385], [-3.87740, -1.69272, -1.30836], [-2.48637, -1.88937, -1.28502], [-1.64104, -0.88158, -1.24110], [-2.11246, 0.39932, -1.21434], [3.48877, 2.52008, -1.59085], [6.34370, 0.73495, -1.68446], [4.74853, -1.13532, -1.46413], [0.96348, 2.86753, -1.50471], [-0.89155, 3.56292, -1.02835], [-3.28048, 4.05739, -1.01201], [-4.95926, 2.25905, -1.13100], [-5.43997, -0.24016, -1.26329], [-4.52834, -2.55366, -1.34430], [-2.04807, -2.87962, -1.28905], [3.12828, 3.54047, -1.62511], [-0.34751, -0.98547, 6.07284], [-0.35439, -1.99068, 5.34496], [-0.54142, -3.19343, 5.57228], [-0.09989, -1.66886, 3.84106], [0.09452, -0.35711, 3.42812], [0.27556, -0.08618, 2.08750], [0.27500, -1.05286, 1.16565], [0.10740, -2.33024, 1.56097], [-0.08215, -2.67721, 2.87962], [0.10772, -3.34366, 0.44484], [-0.06799, -4.51719, 0.61684], [0.29372, -2.81062, -0.77072], [0.08626, 0.41715, 4.18382], [0.41727, 0.92560, 1.72264], [-0.22780, -3.70408, 3.18625]], "forces_ev_per_a": [[0.000, -0.002, 0.101], [0.007, 0.010, 0.004], [-0.042, 0.020, 0.001], [0.008, -0.015, 0.003], [-0.028, 0.015, -0.002], [0.059, 0.045, -0.020], [-0.019, 0.040, -0.064], [-0.008, -0.047, 0.014], [0.009, -0.067, -0.005], [0.114, -0.009, 0.032], [-0.099, 0.035, 0.003], [0.030, -0.071, 0.001], [-0.031, 0.000, 0.003], [0.002, 0.026, 0.000], [0.042, -0.013, 0.001], [0.009, -0.018, 0.005], [-0.015, 0.005, 0.005], [0.036, 0.045, 0.024], [-0.058, -0.020, -0.091], [-0.004, 0.060, -0.002], [0.041, 0.005, 0.004], [0.000, -0.001, -0.002], [-0.007, -0.005, -0.005], [-0.023, 0.003, -0.016], [0.015, -0.005, 0.004], [-0.009, -0.002, -0.001], [0.000, 0.004, -0.001], [-0.003, -0.006, 0.001], [-0.004, 0.002, 0.003], [-0.010, -0.009, -0.014], [0.002, 0.003, -0.006], [0.022, -0.002, 0.004], [-0.058, 0.022, -0.023], [0.022, -0.008, -0.001], [0.016, -0.022, 0.024], [-0.004, -0.002, -0.007], [-0.016, 0.036, 0.021], [-0.028, -0.068, -0.033], [-0.020, -0.048, 0.034], [0.000, 0.037, 0.000], [0.042, -0.029, 0.057], [-0.026, 0.032, -0.004], [0.022, 0.024, -0.022], [0.001, 0.010, -0.009], [0.010, -0.002, -0.003], [0.004, -0.007, -0.020]]}